one.
This record from the OMol25 dataset describes 2 unconnected molecules or ions with the total composition CH4FN2O. The level of theory is wB97M-V/def2-TZVPD.

Summary:
E_HOMO (spin up / spin down)   -0.5570 / -0.5570 Ha
Total charge   +1
E_LUMO (spin up / spin down)   -6.3 / -6.3 eV
Gap between HOMO and LUMO (spin up / spin down)   8.825 / 8.827 eV

Geometry (Å):
C 0.9042 -0.1762 -0.0325
N -1.2561 -1.1020 -0.2148
O -2.1303 -0.2409 0.1803
H 0.6335 1.8026 -0.0343
H -1.0253 -1.7272 0.5739
F 1.7590 -1.1353 0.0309
H 2.2943 1.2819 0.0823
H -2.4780 0.2619 -0.5938
N 1.2987 1.0353 0.0079

=====

two.
This record from the OMol25 dataset describes a molecular structure, CH4FN2O. The level of theory is wB97M-V/def2-TZVPD.

Summary:
E_HOMO   -0.5427 Ha
Total charge   +1
E_LUMO   -5.1 eV
Gap between HOMO and LUMO   9.661 eV

Geometry (Å):
H -2.0508 -0.9919 0.5240
F 0.3041 -1.6336 0.0831
N -1.1001 0.6096 0.0228
H 2.5357 -0.1340 0.2264
N 1.5854 0.2573 -0.0373
H 1.5156 1.2090 -0.0508
H -1.1288 1.3293 -0.6711
O -2.1144 -0.2696 -0.0627
C 0.4532 -0.3760 -0.0344

=====

Energies in hartree, measured from the most stable structure: one 0.0216; two 0.0000.

=====

one.
This record from the OMol25 dataset describes a gas-phase ion, CH4FN2O (charge +1). The level of theory is wB97M-V/def2-TZVPD.

Summary:
Structure (SMILES)   [NH2+]=C(F)NO
E_HOMO   -0.5955 Ha
Total charge   +1
E_LUMO   -5.1 eV
Gap between HOMO and LUMO   11.118 eV

Geometry (Å):
H 0.2264 0.9510 2.0854
H 1.4992 -0.0528 -0.1936
H -1.4925 -0.4414 1.0439
H 0.9591 -0.3506 -2.0410
O 0.3805 0.1997 1.5122
N -0.8447 0.2732 0.8982
N 0.8991 -0.1731 -1.0442
C -0.3330 -0.1620 -0.7022
F -1.2942 -0.2440 -1.5587

=====

two.
This record from the OMol25 dataset describes 2 unconnected molecules or ions with the total composition CH4FN2O. The level of theory is wB97M-V/def2-TZVPD.

Summary:
E_HOMO   -0.5731 Ha
Total charge   +1
E_LUMO   -5.3 eV
Gap between HOMO and LUMO   10.269 eV

Geometry (Å):
O 1.0850 -1.3898 -1.4830
N 0.8893 -1.1851 -0.1977
C -0.4879 0.3161 -0.3120
H 0.3170 -1.9094 0.0476
H -0.6865 1.3895 1.4516
H 1.9626 -0.7975 -1.6908
H -1.5205 1.9723 0.0235
F -0.6062 0.4520 -1.5826
N -0.9219 1.2266 0.4343

=====

Energies in hartree, measured from the most stable structure: one 0.0000; two 0.0406.

=====

one.
This record from the OMol25 dataset describes C5H8S in the gas phase. The level of theory is wB97M-V/def2-TZVPD.

Summary:
Structure (SMILES)   C[C@@H]1C=CSC1
E_HOMO   -0.2997 Ha
Total charge   0
E_LUMO   1.0 eV
Gap between HOMO and LUMO   9.124 eV

Geometry (Å):
C -0.4739 -0.0162 0.3855
H 2.0529 2.0462 -0.2183
H 0.1485 -1.9526 0.4361
C -1.2903 -0.3882 -0.8269
H -0.1934 2.2611 0.4750
S 1.9809 -0.5621 -0.4169
C 1.4831 1.1129 -0.2568
H -2.1325 0.2363 -1.0287
H -1.1104 0.0742 1.2597
H -1.5597 -1.4189 -0.6608
C 0.5927 -1.0495 0.6641
C 0.2573 1.2478 0.1773
H -0.7077 -0.4411 -1.7223
H 0.9525 -1.1498 1.7331

=====

two.
This record from the OMol25 dataset describes C5H8S in the gas phase. The level of theory is wB97M-V/def2-TZVPD.

Summary:
Structure (SMILES)   C=CCSC=C
E_HOMO   -0.3177 Ha
Total charge   0
E_LUMO   1.2 eV
Gap between HOMO and LUMO   9.796 eV

Geometry (Å):
C -0.2560 0.7374 0.1192
C 1.1311 2.5091 -0.8786
H -1.1141 1.0114 0.7502
H 1.9179 2.1911 -0.2058
S -0.6080 -0.7937 -0.7432
H -0.7710 2.0867 -1.6320
C -0.0218 1.8696 -0.8743
H 0.5919 -3.3235 0.0906
H -0.4358 -3.6259 1.6475
C -0.7822 -1.9124 0.5962
H 0.6775 0.6241 0.6831
H 1.3600 3.2978 -1.6241
C -0.0956 -3.0206 0.8261
H -1.5939 -1.6511 1.2451

=====

three.
This record from the OMol25 dataset describes a molecular structure, C5H8S. The level of theory is wB97M-V/def2-TZVPD.

Summary:
E_HOMO   -0.2802 Ha
Total charge   0
E_LUMO   0.6 eV
Gap between HOMO and LUMO   8.235 eV

Geometry (Å):
H -0.4048 1.9504 -0.0205
C 0.2817 0.9027 0.1893
H -2.1963 0.5445 -0.5622
C -0.3470 -0.3048 -0.0098
C 1.8228 0.8293 -0.2292
C 0.3426 -1.4892 -0.1223
H -1.8966 -1.4899 -0.9599
H 0.2516 1.0525 1.3799
H 2.3974 1.5725 0.3650
H -2.5540 -0.9045 1.0823
H 1.9096 1.2263 -1.2987
H 0.0439 -2.5023 0.1572
C -1.7376 -0.4189 -0.0569
S 2.0866 -0.9686 0.0857

=====

four.
This record from the OMol25 dataset describes 2 unconnected molecules or ions with the total composition C5H8S. The level of theory is wB97M-V/def2-TZVPD.

Summary:
E_HOMO (spin up / spin down)   -0.3009 / -0.3010 Ha
Total charge   0
E_LUMO (spin up / spin down)   -0.2 / -0.2 eV
Gap between HOMO and LUMO (spin up / spin down)   7.993 / 7.994 eV

Geometry (Å):
H 0.3328 0.6155 -2.5902
H -0.5676 -1.4041 2.1792
C 1.0585 1.3728 1.7015
H 0.3837 -2.5149 1.0030
H 1.1941 -0.8548 -0.9804
H 0.0663 1.7632 -1.1840
C -0.1242 -0.4360 0.3007
H -1.4082 -2.0651 0.7266
H 1.7725 2.0546 2.2173
C -0.3478 -1.6805 1.1648
H -1.1103 1.5624 -2.5985
C 0.5667 0.6185 0.9341
S -1.3806 -0.1431 -0.9235
C -0.4360 1.1116 -1.9506

=====

Energies in hartree, measured from the most stable structure: one 0.0000; two 0.0236; three 0.1457; four 0.1661.

=====

one.
This record from the OMol25 dataset describes 2 unconnected molecules or ions with the total composition C2H6BrClSi. The level of theory is wB97M-V/def2-TZVPD.

Summary:
E_HOMO (spin up / spin down)   -0.3223 / -0.2832 Ha
Total charge   0
E_LUMO (spin up / spin down)   0.4 / -1.9 eV
Gap between HOMO and LUMO (spin up / spin down)   9.161 / 5.778 eV

Geometry (Å):
H 1.5321 -1.2771 0.6622
H -2.7064 -0.2262 -2.0496
H 0.9583 0.3520 -1.3144
Cl -2.2294 -1.9500 0.2712
C 1.3732 -0.2462 0.7359
H 2.0411 0.1379 1.5525
H 1.8863 1.4495 -0.4606
Br -1.7717 1.6316 0.4124
Si -2.9331 -0.1880 -0.5237
H 0.3667 -0.1487 1.1576
C 1.4830 0.4652 -0.4436

=====

two.
This record from the OMol25 dataset describes C2H6BrClSi in the gas phase. The level of theory is wB97M-V/def2-TZVPD.

Summary:
Structure (SMILES)   C[Si](C)(Cl)Br
E_HOMO   -0.3863 Ha
Total charge   0
E_LUMO   0.7 eV
Gap between HOMO and LUMO   11.169 eV

Geometry (Å):
Br 3.0024 -0.6468 -0.0293
C 0.0494 0.3092 1.6099
H 0.5573 0.3592 2.5831
H 0.4778 -0.8799 -2.0223
H -0.7210 -0.0741 -1.1943
Cl 1.6102 2.4282 0.0369
H 0.0266 0.5699 -2.5950
H -0.3689 -0.7111 1.5879
C 0.1844 0.0471 -1.5963
Si 1.0662 0.4911 0.0223
H -0.8105 0.8718 1.7336

=====

Energies in hartree, measured from the most stable structure: one 0.1524; two 0.0000.

=====

one.
This record from the OMol25 dataset describes C22H28N4O3 in the gas phase. The level of theory is wB97M-V/def2-TZVPD.

Summary:
Structure (SMILES)   CCc1ccc(N(CC(=O)NC(C)C)C(=O)CCC(=O)Nc2ccccn2)cc1
E_HOMO   -0.3306 Ha
Total charge   0
E_LUMO   0.7 eV
Gap between HOMO and LUMO   9.711 eV

Geometry (Å):
H 0.6745 -0.4513 -1.1000
C 3.7798 -0.8720 -0.4082
H -1.4426 0.5980 -0.1456
C -5.4938 2.2734 -0.1818
H -0.2342 0.2382 2.0405
H 6.7431 1.0905 -0.8238
H 2.6963 1.7020 -2.1262
H -3.8083 -3.1897 1.3126
C 0.7946 -1.4843 0.7698
C 0.2566 -2.4913 1.5611
C 0.2604 2.0502 0.9354
H 3.9637 2.7969 -2.6791
H -1.3575 -1.6452 -1.8275
N -3.6243 0.3607 -0.8824
H 0.7158 -2.7220 2.5112
H 0.8129 2.9643 1.1527
C -0.8593 -3.1825 1.1310
H 5.8686 2.5239 -0.2718
H -1.2700 -3.9675 1.7490
H 4.8196 0.4567 -2.2752
H -6.8667 1.0697 -1.3277
C 6.0045 1.8370 -1.1046
C 3.2335 -1.3974 0.9302
N 4.2195 0.3915 -0.3186
C -1.2199 2.3835 0.8534
O 2.9261 1.0251 2.1337
N 1.9470 -0.7787 1.2182
H -2.8601 -3.4754 -1.5814
C -4.8788 0.2640 -1.2897
H -2.6132 -4.6658 -0.2949
C -2.7086 -3.5989 -0.5085
H 0.5963 1.6613 -0.0278
H -6.2243 3.0194 0.0943
C -3.2810 1.4059 -0.1346
C 0.2216 -1.1960 -0.4615
C -5.8563 1.1902 -0.9713
H 3.4172 2.8605 -0.9989
H -3.8618 3.2213 0.8575
C 3.6201 2.1993 -1.8394
C 0.5275 1.0181 2.0450
H 4.1177 0.8774 0.5670
H 3.0967 -2.4773 0.8622
C 4.6797 1.1670 -1.4534
C -1.4606 -2.8825 -0.0862
O -1.6993 3.3911 1.3160
N -1.9338 1.4131 0.2068
H -4.8299 -3.5297 -0.0864
O 3.7777 -1.5393 -1.4221
C -3.9180 -3.0367 0.2414
C 1.9070 0.4281 1.8221
H 0.5167 1.5218 3.0120
H -4.0076 -1.9699 0.0534
H 6.3803 2.3942 -1.9582
C -4.1867 2.3947 0.2500
C -0.9056 -1.8844 -0.8767
H 3.9271 -1.1500 1.7382
H -5.1001 -0.6011 -1.9014

=====

two.
This record from the OMol25 dataset describes C22H28N4O3 in the gas phase. The level of theory is wB97M-V/def2-TZVPD.

Summary:
Structure (SMILES)   CCN1CCN(C(=O)C(=O)c2cn(CC(=O)N3CCCC3)c3ccccc23)CC1
E_HOMO   -0.3050 Ha
Total charge   0
E_LUMO   0.4 eV
Gap between HOMO and LUMO   8.720 eV

Geometry (Å):
N -3.4203 1.6974 -0.5753
H -2.5868 3.0664 2.3362
H -2.3368 1.6494 -3.6757
H 1.3865 -3.4990 1.6552
O -4.1456 1.3067 1.5096
C 0.1181 3.1768 1.2537
H 3.6439 4.6518 1.4249
C 2.8269 -3.7640 0.0778
C -4.0101 0.6892 -2.6296
C 0.5514 -1.1912 -0.4194
N -1.0209 2.4131 1.1164
C -2.5947 2.2996 -1.6043
O -0.3351 -0.9058 -1.2174
H 1.5266 -3.8144 -2.2372
H -0.3794 -4.1596 0.1359
O 2.6562 -0.1576 0.1030
C 1.5500 5.0136 1.6633
H 2.3629 -2.0496 1.3017
C 2.6574 4.2162 1.3691
C 1.8411 -2.8960 0.8609
C -2.5868 1.2378 -2.7006
C 1.2315 2.3611 0.9552
C 2.5159 2.8918 1.0127
C 3.8200 -6.6505 -0.1267
C 0.7048 1.0653 0.6198
H -5.3306 0.8790 -0.8766
H 1.7024 6.0463 1.9396
C 0.0964 -3.5564 -0.6433
H -1.4031 0.3965 0.6123
H -3.0661 3.2260 -1.9601
H -1.8670 0.4598 -2.4433
H 3.7140 -5.3401 -1.8468
C 0.2660 4.5102 1.6093
H 3.1482 -7.0511 0.6274
H 3.5907 -4.1325 0.7622
C 1.4387 -0.0813 0.1500
C -0.6672 1.1629 0.7558
H -1.5899 2.5259 -1.2530
H -0.5867 5.1308 1.8407
H -4.1016 -0.2979 -3.0756
H 4.3214 -7.4757 -0.6258
H -4.7009 1.3665 -3.1343
C -2.3679 2.9030 1.2744
N 2.1269 -4.8946 -0.5072
H -4.0256 -0.2976 -0.6830
N 0.7903 -2.4489 -0.0208
C 3.0243 -5.8430 -1.1461
H 4.5754 -6.0438 0.3650
C -3.3980 1.8928 0.7488
H -0.6614 -3.1501 -1.3146
H -2.4705 3.8556 0.7431
C -4.2895 0.6657 -1.1302
H 2.4046 -6.5322 -1.7259
H 3.3149 -3.1416 -0.6932
H 0.5796 -5.2734 -1.8445
H 3.3665 2.2705 0.7833
C 1.0990 -4.4145 -1.4134

=====

Energies in hartree, measured from the most stable structure: one 0.0000; two 0.0490.

=====

one.
This record from the OMol25 dataset describes C4H6OS in the gas phase. The level of theory is wB97M-V/def2-TZVPD.

Summary:
Structure (SMILES)   C1O[C@H]2C[C@H]2S1
E_HOMO   -0.3200 Ha
Total charge   0
E_LUMO   1.0 eV
Gap between HOMO and LUMO   9.683 eV

Geometry (Å):
H 0.9305 -1.7146 0.8228
H 1.6618 0.5501 -1.3302
H -0.4761 -1.8055 -1.3335
C -1.3419 0.6634 0.1806
C 0.7600 -0.8088 0.2914
H 2.0743 -1.2674 -1.4198
S 0.1246 0.5821 1.2760
H -1.6958 1.6873 0.0981
H -2.0797 0.0029 0.6822
O -0.9266 0.2620 -1.0982
C -0.0171 -0.8306 -1.0011
C 1.4331 -0.5009 -0.9959

=====

two.
This record from the OMol25 dataset describes C4H6OS in the gas phase. The level of theory is wB97M-V/def2-TZVPD.

Summary:
Structure (SMILES)   C=C(C=S)CO
E_HOMO   -0.3222 Ha
Total charge   0
E_LUMO   -0.8 eV
Gap between HOMO and LUMO   7.927 eV

Geometry (Å):
H -0.1934 2.2537 -0.3863
C 0.2178 0.2571 0.1225
S 2.9005 -0.6259 -0.0234
C 0.5304 1.4917 -0.2102
H 0.8126 -1.7527 0.2167
H -1.8300 0.6441 0.2560
C -1.1740 -0.2269 0.4289
H 1.5551 1.6305 -0.4319
H -1.3827 -1.0599 -1.2624
O -1.4777 -1.3658 -0.3625
H -1.2235 -0.4774 1.5260
C 1.2648 -0.7682 0.1265

=====

three.
This record from the OMol25 dataset describes a molecular structure, C4H6OS. The level of theory is wB97M-V/def2-TZVPD.

Summary:
E_HOMO (spin up / spin down)   -0.3363 / -0.3278 Ha
Total charge   0
E_LUMO (spin up / spin down)   -0.6 / -0.8 eV
Gap between HOMO and LUMO (spin up / spin down)   8.521 / 8.080 eV

Geometry (Å):
C 0.7108 -1.1973 -0.0641
H 0.3700 2.0678 -1.1637
O -1.9750 -1.0711 0.3366
H -0.8846 0.7047 1.6692
C 0.3566 1.3882 -0.3014
H -0.0807 -1.6795 0.4158
C 0.1332 -0.0476 -0.8501
H 1.3965 1.2985 0.0580
H 1.4858 -0.9754 0.5834
H 1.0508 -1.9111 -0.8565
C -0.8509 1.3141 0.6673
S -1.7123 0.1087 -0.4945

=====

Energies in hartree, measured from the most stable structure: one 0.0000; two 0.0025; three 0.1480.

=====

one.
This record from the OMol25 dataset describes 2 unconnected molecules or ions with the total composition C4H6OS. The level of theory is wB97M-V/def2-TZVPD.

Summary:
E_HOMO (spin up / spin down)   -0.3436 / -0.3138 Ha
Total charge   0
E_LUMO (spin up / spin down)   -0.5 / -2.0 eV
Gap between HOMO and LUMO (spin up / spin down)   8.840 / 6.582 eV

Geometry (Å):
H -0.3619 0.9122 3.2475
C 0.9859 -1.0353 -1.7163
S -1.1943 0.4225 -0.2800
C 1.0509 -0.8244 -2.9691
H -0.9948 2.0556 2.0317
O 0.5401 -0.5955 1.3594
H -1.9856 0.6921 2.5526
H 0.3924 -0.1549 -3.5077
H 1.7865 -1.3208 -3.5968
H 1.1316 -1.3353 -0.7084
C -0.9650 1.0124 2.3475
C -0.3859 0.1715 1.2398

=====

two.
This record from the OMol25 dataset describes C4H6OS in the gas phase. The level of theory is wB97M-V/def2-TZVPD.

Summary:
Structure (SMILES)   C=CC(=S)CO
E_HOMO   -0.3224 Ha
Total charge   0
E_LUMO   -0.8 eV
Gap between HOMO and LUMO   7.985 eV

Geometry (Å):
H -2.2109 -0.2044 -1.6943
H 0.5761 -1.2141 -0.7308
H -1.1668 -1.5886 -2.3277
O 1.8409 -0.2459 1.0045
C 0.6617 0.4431 1.3688
C -1.2453 -0.7490 -1.6333
S -1.2876 1.9337 0.0361
H 0.1086 -0.2526 1.9988
C -0.3008 -0.4854 -0.7689
C -0.2367 0.6520 0.2037
H 0.8488 1.3337 1.9863
H 2.4121 0.3776 0.5568

=====

Energies in hartree, measured from the most stable structure: one 0.0832; two 0.0000.